Record 1
2 unconnected molecules or ions with the total composition C4H13NO2 at a distorted geometry. Source: the OMol25 dataset; level of theory: ωB97M-V/def2-TZVPD.

Calculated values
Highest occupied orbital energy: -7.9 eV
Total charge: 0
Structure (SMILES): CN(C)CCO.O
LUMO: 0.723 eV
HOMO-LUMO gap: 0.3161 Ha
Relative energy (zero: lowest compared OMol25 entry of this formula, charge and spin): 1.747 eV
Molecular weight: 107.2 g mol⁻¹
2S+1: 1

```
20
Properties=species:S:1:pos:R:3:forces:R:3
C -1.06175 -2.30606 -0.36178 0.096 -1.384 -1.073
N -0.70261 -1.22514 0.48467 0.230 -0.439 -0.003
C -0.08032 -1.52151 1.75923 -0.443 0.544 -0.466
C -1.03411 0.09812 -0.01387 -0.427 -1.180 0.931
C -0.32212 1.19251 0.74141 0.254 -0.365 -0.303
O -0.09107 2.31477 -0.06395 -0.343 0.642 -0.526
H -0.31505 -2.62757 -1.12561 0.087 0.604 0.148
H -1.97866 -2.15683 -0.94758 -0.030 0.388 0.282
H -1.22196 -3.25779 0.15542 -0.153 0.298 0.489
H -0.05475 -2.60111 1.86848 0.117 -0.026 0.091
H 0.93443 -1.12311 1.85048 0.088 -0.153 0.050
H -0.67891 -1.11253 2.57099 0.001 0.033 0.398
H -0.75828 0.10125 -1.05659 0.225 0.416 -0.549
H -2.12213 0.20193 0.04882 -0.262 0.407 -0.173
H -0.83763 1.47257 1.65883 -0.019 -0.089 0.182
H 0.65580 0.79839 0.95627 0.461 -0.007 0.547
H -0.82757 2.36660 -0.68402 0.152 0.298 -0.008
H 3.34074 1.71172 -1.82727 0.115 0.182 0.069
H 2.30914 0.68022 -1.39824 0.014 0.132 -0.166
O 2.71463 1.07837 -2.17908 -0.164 -0.301 0.079
```
Forces are in eV/Å.

***

Record 2
3 unconnected molecules or ions with the total composition C4H13NO2 at a distorted geometry. Source: the OMol25 dataset; level of theory: ωB97M-V/def2-TZVPD.

Calculated values
Highest occupied orbital energy: -7.0 eV
Total charge: 0
Structure (SMILES): C=CNCC.O.O
LUMO: 0.602 eV
HOMO-LUMO gap: 0.2794 Ha
Relative energy (zero: lowest compared OMol25 entry of this formula, charge and spin): 4.051 eV
Molecular weight: 107.2 g mol⁻¹
2S+1: 1

```
20
Properties=species:S:1:pos:R:3:forces:R:3
C -0.50608 -0.57176 -1.93403 0.042 1.737 -1.377
C -1.06854 -0.72922 -0.69945 0.280 -1.619 0.500
N -0.16260 -1.02787 0.29424 0.517 3.922 1.845
C -0.28327 -0.30836 1.69914 -1.560 -0.569 -1.755
C -1.66587 0.37645 1.74972 -0.004 1.197 1.184
H -0.76144 -1.27862 -2.70190 -1.127 0.704 -0.875
H -0.23209 0.49406 -2.17601 0.900 -1.429 0.223
H -2.17062 -0.80752 -0.57662 0.875 -0.987 0.604
H 0.81144 -0.80550 -0.05893 -1.337 -0.925 0.168
H 0.48678 0.45783 1.74272 0.202 -0.370 0.078
H -0.19035 -1.08989 2.44140 0.226 0.092 0.287
H -1.86039 0.93216 2.73776 0.703 -0.626 -1.332
H -2.48284 -0.36392 1.76079 0.269 0.370 -0.642
H -1.70715 1.15943 0.91609 -0.357 -1.244 1.057
H 2.46770 -1.61872 -2.74332 -0.530 1.114 1.868
H 1.51815 -0.53117 -2.04652 0.367 -0.937 -0.019
O 2.28194 -1.14029 -1.87224 0.536 -0.448 -1.800
H 1.66486 2.57891 1.23848 -0.028 0.619 -0.490
H 1.94585 2.31054 -0.32250 -0.121 0.971 -0.637
O 1.91453 1.96344 0.55120 0.146 -1.573 1.115
```
Forces are in eV/Å.

***

Record 3
3 unconnected molecules or ions with the total composition C4H13NO2 at a distorted geometry. Source: the OMol25 dataset; level of theory: ωB97M-V/def2-TZVPD.

Calculated values
Highest occupied orbital energy: -9.4 eV
Total charge: 0
Structure (SMILES): C=CCCN.O.O
LUMO: 0.463 eV
HOMO-LUMO gap: 0.3630 Ha
Relative energy (zero: lowest compared OMol25 entry of this formula, charge and spin): 1.687 eV
Molecular weight: 107.2 g mol⁻¹
2S+1: 1

```
20
Properties=species:S:1:pos:R:3:forces:R:3
C -1.39010 -0.48214 -0.45846 0.449 0.632 0.328
C -0.88295 0.73264 -1.25815 -0.053 -0.068 1.141
C 0.59077 0.86490 -1.06073 0.945 -0.012 -1.017
C 1.46403 1.04617 -2.05887 -0.760 -0.958 0.548
N -2.79369 -0.73986 -0.75720 0.421 0.139 0.874
H -1.19278 -0.19895 0.58805 -0.611 -0.224 0.041
H -0.75548 -1.35741 -0.60513 0.157 -0.102 -0.450
H -1.36357 1.61039 -0.81038 -0.417 -0.054 -0.535
H -1.13986 0.54461 -2.30301 0.134 0.586 -0.044
H 1.05835 0.73189 -0.08575 -0.618 -0.529 0.129
H 1.10977 1.35869 -3.02886 0.155 -0.331 -0.344
H 2.42766 0.57262 -1.92387 0.601 1.094 -0.119
H -3.00051 -0.47017 -1.70102 -0.158 -0.189 -0.337
H -2.99950 -1.71466 -0.60090 -0.274 0.000 -0.223
H 0.76636 -2.09015 2.37647 -0.008 -0.024 0.020
H 0.06639 -1.91229 3.72168 0.083 0.038 -0.029
O 0.90537 -1.76375 3.27108 -0.039 0.073 -0.037
H 2.14608 0.71947 2.86971 0.037 0.206 0.203
H 2.49587 1.08290 1.47042 0.170 0.283 -0.088
O 2.48781 1.46510 2.35491 -0.213 -0.559 -0.061
```
Forces are in eV/Å.

***

Record 4
2 unconnected molecules or ions with the total composition C4H13NO2 at a distorted geometry. Source: the OMol25 dataset; level of theory: ωB97M-V/def2-TZVPD.

Calculated values
Highest occupied orbital energy (alpha / beta): -15.2 / -15.2 eV
Total charge: +1
LUMO (alpha / beta): -3.218 / -8.669 eV
HOMO-LUMO gap (alpha / beta): 0.4409 / 0.2394 Ha
Relative energy (zero: lowest compared OMol25 entry of this formula, charge and spin): 1.959 eV
Molecular weight: 107.2 g mol⁻¹
2S+1: 2

```
20
Properties=species:S:1:pos:R:3:forces:R:3
C -0.33062 -0.62316 0.35456 0.812 -1.330 -1.499
N -0.03879 0.63730 -0.29796 0.272 -0.399 3.571
C -1.07300 1.65581 -0.15923 0.644 2.364 -1.159
O -0.92696 2.40813 1.03654 -0.062 -1.930 -0.615
C 0.84748 -1.55946 0.52002 1.063 -1.468 0.337
C 1.94941 -1.12643 1.49868 -0.490 1.710 -0.009
H -0.94464 -1.12606 -0.41394 -0.794 0.017 0.623
H -0.83912 -0.47948 1.32048 -0.346 0.305 -0.403
H 0.91423 0.96564 -0.08706 0.042 0.136 -0.803
H -0.78143 2.38063 -0.93184 -0.874 -0.149 -0.169
H -2.05381 1.20042 -0.26712 -0.005 0.017 -0.166
H -1.35401 1.83457 1.68958 0.106 0.547 0.642
H 0.52606 -2.48472 1.03061 -0.703 0.336 -0.557
H 1.18711 -1.94910 -0.46409 0.075 0.682 0.474
H 1.47676 -1.07529 2.48431 0.327 -0.405 0.128
H 2.27752 -0.07836 1.37072 0.187 -0.317 -0.348
H 2.83737 -1.75173 1.50504 -0.209 -0.144 -0.026
H -1.18115 0.82369 -4.06049 -0.035 -0.138 0.062
H -1.33352 0.32018 -2.61565 -0.208 0.132 -0.184
O -1.15889 0.02741 -3.51314 0.198 0.034 0.101
```
Forces are in eV/Å.

***

Record 5
2 unconnected molecules or ions with the total composition C4H13NO2S at a distorted geometry. Source: the OMol25 dataset; level of theory: ωB97M-V/def2-TZVPD.

Calculated values
Highest occupied orbital energy: -9.1 eV
Total charge: 0
Structure (SMILES): OCNCCCS.O
LUMO: 0.447 eV
HOMO-LUMO gap: 0.3525 Ha
Relative energy (zero: lowest compared OMol25 entry of this formula, charge and spin): 1.119 eV
Molecular weight: 139.2 g mol⁻¹
2S+1: 1

```
21
Properties=species:S:1:pos:R:3:forces:R:3
C 0.66012 0.74923 0.42892 -0.117 -1.874 -1.096
N -0.67990 0.11731 0.23093 0.560 3.183 1.113
C -1.54227 0.88587 1.16412 -0.279 -2.628 -0.306
O -2.87706 0.47376 0.94649 -0.535 0.713 -0.063
C 1.67313 0.25467 -0.63689 -0.772 0.073 0.001
C 2.60530 -0.87030 -0.16591 0.202 0.732 0.024
S 2.03812 -2.53268 -0.62128 0.141 -0.061 0.207
H 1.00852 0.56221 1.45053 0.291 0.194 0.040
H 0.50644 1.81112 0.28437 -0.030 0.218 0.115
H -0.77904 -0.88601 0.20576 0.305 -0.032 0.500
H -1.28776 0.72643 2.23519 0.084 0.135 -0.356
H -1.45706 1.93985 0.92832 -0.134 0.102 -0.104
H -2.96104 -0.47540 1.06104 0.156 -0.056 0.195
H 1.04748 -0.10121 -1.47264 0.386 0.147 0.143
H 2.21491 1.12502 -1.01815 0.257 -0.198 0.163
H 3.60928 -0.75098 -0.59342 -0.319 -0.250 -0.201
H 2.77748 -0.75785 0.90813 -0.141 -0.358 -0.004
H 0.97521 -2.59836 0.19685 0.089 0.065 -0.006
H -2.30517 0.58228 -1.28560 0.577 0.102 -0.287
H -2.96933 -0.44958 -2.07049 0.043 -0.087 -0.560
O -2.25735 0.19464 -2.17626 -0.763 -0.118 0.483
```
Forces are in eV/Å.

***

Record 6
2 unconnected molecules or ions with the total composition C4H13NO3 at a distorted geometry. Source: the OMol25 dataset; level of theory: ωB97M-V/def2-TZVPD.

Calculated values
Highest occupied orbital energy: -9.9 eV
Total charge: 0
Structure (SMILES): C[C@H](O)[C@@H](N)CO.O
LUMO: 0.515 eV
HOMO-LUMO gap: 0.3819 Ha
Relative energy (zero: lowest compared OMol25 entry of this formula, charge and spin): 1.571 eV
Molecular weight: 123.2 g mol⁻¹
2S+1: 1

```
21
Properties=species:S:1:pos:R:3:forces:R:3
C 0.31889 0.63471 1.38720 0.826 -1.437 0.113
O 0.43605 -0.35167 2.40997 -0.227 0.092 0.946
C -0.00965 -0.06507 0.04142 -0.100 0.401 -0.183
C 0.32790 0.90831 -1.15441 -0.588 0.752 2.323
C -0.71369 1.00410 -2.23748 0.141 -0.262 -1.708
O 1.62418 0.58174 -1.57809 0.454 -0.599 -1.057
N 0.67431 -1.36245 -0.03389 -0.174 0.099 -0.240
H 1.29904 1.14193 1.41264 -0.435 0.320 -0.600
H -0.49697 1.29533 1.67852 0.172 0.140 -0.065
H -1.08439 -0.29134 0.08301 0.226 0.168 -0.138
H 0.36794 1.92417 -0.69767 -0.077 -0.467 -0.126
H -0.55700 1.92782 -2.79933 -0.146 0.121 0.128
H -1.76139 0.95100 -1.94557 0.165 0.222 0.633
H -0.63884 0.24300 -3.02186 0.346 -0.308 0.302
H 2.28212 1.25746 -1.42281 -0.231 0.361 0.102
H 1.57247 -1.25947 -0.49666 0.001 0.172 0.081
H 0.13655 -1.97120 -0.64002 0.010 -0.102 0.133
H 0.84890 -1.16013 2.06983 0.099 0.357 -0.611
H -1.01038 -1.31803 2.65048 -0.757 0.100 -0.115
H -1.71173 -2.39709 1.83004 -0.180 0.123 0.193
O -1.90432 -1.69313 2.46468 0.474 -0.254 -0.113
```
Forces are in eV/Å.